{"formula": "C7H14ClO8", "method": "wB97M-V/def2-TZVPD", "elements": ["C", "O", "C", "C", "C", "C", "C", "O", "C", "O", "O", "H", "H", "H", "H", "H", "H", "H", "H", "H", "H", "H", "H", "H", "H", "O", "Cl", "O", "O", "O"], "xyz": [[1.70929, -0.98463, 0.67501], [2.69094, -0.37838, -0.22269], [2.03567, 0.02152, -1.46290], [1.46789, 1.53530, -1.30116], [-0.06706, 1.66034, -1.83242], [-0.96513, 1.94962, -0.53434], [-2.51830, 1.56589, -0.70614], [-2.79805, 0.65708, -1.80319], [-2.52395, -0.67352, -1.47234], [-1.62789, -1.07608, -0.72138], [-3.33543, -1.67317, -2.10646], [0.66835, -0.52297, 0.55213], [2.01000, -0.86480, 1.76339], [1.62229, -2.08871, 0.36211], [1.20895, -0.71780, -1.75448], [2.87029, 0.07451, -2.25131], [2.16243, 2.29270, -1.81214], [1.50714, 1.73794, -0.16863], [-0.16748, 2.50205, -2.61184], [-0.30349, 0.67331, -2.35030], [-0.79933, 3.04275, -0.24817], [-0.56116, 1.25066, 0.28525], [-2.89197, 1.14920, 0.28714], [-3.12504, 2.52700, -0.88499], [-2.79424, -1.99185, -2.86108], [1.65250, -1.55513, 5.60224], [0.90499, -2.33424, 4.63739], [0.95958, -1.68046, 3.34356], [-0.47409, -2.44041, 5.06524], [1.48227, -3.65769, 4.53250]], "forces_ev_per_angstrom": [[-0.40, -0.49, -0.05], [-1.61, 0.08, -0.83], [0.95, 1.07, 0.23], [-0.41, -0.42, 0.10], [0.90, 0.39, 0.43], [0.13, -1.31, -0.53], [0.54, 1.95, 1.31], [-0.26, -2.54, 1.20], [1.93, -1.51, 1.03], [-2.66, 2.01, -1.95], [1.15, 2.39, -0.37], [1.41, -0.50, 0.13], [-0.15, -0.30, -1.71], [0.02, 1.49, 0.80], [1.15, 1.00, 0.37], [-1.30, -0.45, 1.00], [-0.99, -1.19, 0.68], [-0.08, -0.17, -1.76], [0.07, -1.24, 1.19], [0.00, 1.38, 0.79], [-0.50, -1.53, -0.21], [-0.56, 1.30, -1.14], [0.45, 0.25, -1.45], [0.79, -1.65, -0.19], [-0.45, 0.06, 0.67], [-0.06, -0.04, -0.13], [-0.04, -0.16, 0.29], [-0.11, -0.06, 0.23], [0.13, 0.04, -0.08], [-0.05, 0.15, -0.04]], "multiplicity": 1, "fmax_ev_per_a": 3.9, "e_lumo_ev": 2.23, "charge": -1, "homo_energy_ev": -5.68}

{"formula": "C12H17N3NbO6SSe", "method": "wB97M-V/def2-TZVPD", "elements": ["Nb", "O", "C", "O", "C", "O", "C", "C", "O", "O", "H", "H", "H", "H", "H", "Se", "C", "N", "C", "C", "O", "H", "H", "H", "H", "H", "H", "H", "C", "C", "C", "C", "N", "C", "S", "N", "H", "H", "H", "H", "H"], "xyz": [[-0.46588, -0.20454, -0.27915], [-4.82138, 1.71877, 1.22662], [-4.15289, 2.23055, 2.25390], [-4.12782, 1.83225, 3.40762], [-3.33009, 3.45181, 1.83114], [-2.13238, 2.98612, 1.27610], [-1.87622, 3.37623, -0.02246], [-0.39941, 2.99216, -0.22063], [0.49588, 3.70177, -0.67099], [-0.23034, 1.70735, 0.05522], [-5.02201, 0.77544, 1.28516], [-3.13973, 3.94208, 2.77658], [-3.90014, 4.06853, 1.06864], [-2.07841, 4.42334, -0.19884], [-2.45672, 2.85605, -0.84745], [-1.39473, -0.18307, -2.45500], [3.78063, -0.46085, -2.32943], [3.46293, 0.60612, -1.41314], [4.24891, 1.85386, -1.43231], [2.39584, 0.50837, -0.59078], [1.69121, -0.53487, -0.50285], [2.96807, -0.62427, -3.04054], [3.95970, -1.42079, -1.73724], [4.72033, -0.17984, -2.80540], [4.50236, 2.14038, -2.41832], [5.26417, 1.64717, -0.96663], [3.76808, 2.64196, -0.80308], [2.21215, 1.46719, -0.10247], [1.40159, -3.70146, -0.49287], [0.12130, -3.60230, 0.28045], [-0.49926, -4.67882, 0.81075], [-1.63847, -4.49314, 1.55050], [-2.19435, -3.30598, 1.74441], [-1.54589, -2.29143, 1.18873], [-2.14396, -0.67471, 1.40942], [-0.48341, -2.38532, 0.32336], [1.45117, -4.66180, -1.02603], [2.28654, -3.75509, 0.20056], [1.57003, -2.86976, -1.11553], [0.00185, -5.65235, 0.87320], [-2.26925, -5.24709, 1.90878]], "forces_ev_per_angstrom": [[-0.15, 1.07, -2.47], [0.09, -0.34, -0.91], [0.50, 0.20, 1.96], [-0.24, 0.03, -2.00], [-1.62, 0.10, -0.44], [-0.05, -0.53, 0.46], [0.60, -0.28, -1.43], [0.65, 2.39, -1.90], [-1.70, -1.63, 1.15], [0.39, -2.52, 0.29], [-0.23, 0.02, 0.61], [0.21, 0.63, -0.11], [0.55, -0.47, 1.13], [0.41, 0.51, 0.14], [0.34, -0.02, 0.99], [1.07, -0.20, 2.74], [0.79, -1.52, 0.83], [-2.19, 0.45, 1.61], [1.23, -0.61, 2.36], [2.70, 1.20, -2.05], [-1.32, 0.32, 0.31], [0.19, 0.07, -0.02], [-0.25, 1.19, -0.87], [-0.24, -0.27, -0.26], [-0.43, 0.52, -1.11], [-1.17, 0.12, -0.28], [0.24, -0.59, -0.89], [-0.43, -0.35, 0.47], [0.80, -1.62, 1.43], [0.79, 1.57, -1.87], [0.76, -1.86, 1.49], [-0.88, 1.06, -0.68], [0.74, 1.03, -0.04], [-0.33, -0.46, -0.88], [0.24, 0.57, -0.31], [-0.49, -0.09, 1.73], [-0.16, 0.45, -0.10], [-0.88, 0.18, -0.32], [0.00, 0.85, -0.91], [-0.28, 0.40, -0.52], [-0.23, -1.57, 0.65]], "multiplicity": 1, "fmax_ev_per_a": 3.6, "de_lowest_kcal_mol": 0.00, "e_lumo_ev": -4.54, "charge": 1, "homo_energy_ev": -12.21}

{"formula": "C2HClF2", "method": "wB97M-V/def2-TZVPD", "elements": ["C", "C", "H", "F", "F", "Cl"], "xyz": [[-0.44198, 0.39328, -0.00986], [0.36024, -0.58870, 0.19056], [-0.64407, 0.95443, -1.13085], [-1.14655, 1.21864, 0.80146], [1.02335, -0.72525, 1.33741], [0.84902, -1.25239, -1.18872]], "forces_ev_per_angstrom": [[-4.12, 5.80, -4.13], [0.65, 1.63, 2.58], [0.60, -2.67, 3.05], [1.01, -0.93, 0.97], [-0.18, -1.17, 0.19], [2.05, -2.66, -2.65]], "multiplicity": 1, "fmax_ev_per_a": 8.2, "de_lowest_kcal_mol": 40.46, "e_lumo_ev": 0.54, "homo_energy_ev": -9.69}

What orbital gap values result from the calculations? In sequence: 7.90, 7.67, 10.23 eV.